{
  "formula": "C30H29O5P2Sn",
  "method": "ωB97M-V with the def2-TZVPD basis set",
  "elements": ["Sn", "O", "C", "O", "C", "O", "C", "C", "O", "O", "H", "H", "H", "H", "H", "C", "C", "P", "C", "C", "C", "C", "C", "C", "C", "C", "C", "C", "C", "C", "P", "C", "C", "C", "C", "C", "C", "C", "C", "C", "C", "C", "C", "H", "H", "H", "H", "H", "H", "H", "H", "H", "H", "H", "H", "H", "H", "H", "H", "H", "H", "H", "H", "H", "H", "H", "H"],
  "coordinates": [[-0.353, 1.577, -0.963], [0.914, -0.008, -5.061], [0.725, 0.814, -4.045], [-0.282, 0.806, -3.368], [1.889, 1.758, -3.870], [1.737, 2.556, -2.720], [2.799, 2.392, -1.782], [2.725, 1.032, -1.090], [3.719, 0.414, -0.799], [1.507, 0.590, -0.871], [0.177, -0.644, -5.100], [1.931, 2.391, -4.762], [2.805, 1.161, -3.848], [2.679, 3.179, -1.036], [3.773, 2.508, -2.258], [0.146, -1.707, 0.679], [-0.236, -0.955, 1.953], [-0.016, 0.860, 1.770], [-1.010, 1.559, 3.108], [-2.358, 1.806, 2.850], [-3.182, 2.297, 3.850], [-2.659, 2.556, 5.109], [-1.316, 2.321, 5.369], [-0.490, 1.822, 4.373], [1.705, 1.250, 2.146], [2.067, 2.598, 2.093], [3.387, 2.974, 2.277], [4.359, 2.005, 2.500], [4.005, 0.667, 2.548], [2.681, 0.288, 2.372], [-0.794, -1.087, -0.773], [-0.166, -2.036, -2.183], [1.203, -2.268, -2.327], [1.679, -2.932, -3.448], [0.801, -3.355, -4.436], [-0.561, -3.112, -4.302], [-1.044, -2.453, -3.180], [-2.503, -1.604, -0.502], [-3.523, -0.668, -0.661], [-4.845, -1.026, -0.437], [-5.151, -2.321, -0.050], [-4.139, -3.261, 0.109], [-2.820, -2.906, -0.116], [-0.026, -2.780, 0.785], [1.199, -1.552, 0.443], [0.318, -1.328, 2.816], [-1.298, -1.093, 2.176], [-2.767, 1.615, 1.862], [-4.227, 2.487, 3.645], [-3.298, 2.947, 5.889], [-0.909, 2.527, 6.350], [0.559, 1.644, 4.577], [1.310, 3.358, 1.925], [3.660, 4.020, 2.247], [5.392, 2.296, 2.633], [4.761, -0.088, 2.711], [2.427, -0.764, 2.403], [1.905, -1.928, -1.576], [2.741, -3.117, -3.546], [1.175, -3.876, -5.308], [-1.252, -3.451, -5.064], [-2.108, -2.277, -3.078], [-3.289, 0.345, -0.972], [-5.633, -0.296, -0.569], [-6.180, -2.605, 0.122], [-4.382, -4.272, 0.408], [-2.039, -3.649, 0.000]],
  "molar_mass_g_mol": 650.22,
  "total_charge": 1,
  "de_lowest_kcal_mol": 0.0,
  "e_lumo_ha": -0.0948,
  "homo_lumo_gap_ev": 8.52
}